Molecular formula: C16H40MnN3O3SSi
Method: DFT, wB97M-V/def2-TZVPD

CARTESIAN COORDINATES (ANGSTROEM)
Mn: -0.086 -1.726 -1.050
N: 1.465 -2.807 -0.250
C: 1.812 -3.977 -1.136
C: 0.533 -4.399 -1.816
N: -0.009 -3.152 -2.454
C: -1.369 -3.254 -3.085
C: -1.733 -1.845 -3.481
N: -1.585 -0.998 -2.243
H: 2.280 -2.210 -0.112
H: 1.213 -3.143 0.681
H: 2.265 -4.784 -0.565
H: 2.546 -3.630 -1.864
H: -0.210 -4.759 -1.102
H: 0.686 -5.180 -2.561
H: 0.650 -2.860 -3.181
H: -2.054 -3.655 -2.335
H: -1.353 -3.945 -3.928
H: -2.739 -1.773 -3.889
H: -1.039 -1.456 -4.227
H: -2.466 -0.987 -1.727
H: -1.403 -0.024 -2.489
C: -0.587 -1.250 2.801
C: -1.383 -1.110 1.526
C: -1.880 -2.451 1.010
C: -2.493 -0.091 1.624
O: -0.410 -0.625 0.431
Si: 0.497 0.833 0.282
S: 1.262 -0.059 -1.617
O: 1.642 0.813 1.342
C: 2.452 1.798 2.168
C: 3.359 2.526 1.200
C: 1.469 2.723 2.856
C: 3.221 0.946 3.146
O: -0.464 2.021 0.014
C: -0.874 3.232 -0.770
C: -1.506 2.713 -2.046
C: -1.869 3.965 0.099
C: 0.371 4.049 -1.036
H: -1.232 -1.673 3.572
H: -0.231 -0.283 3.157
H: 0.276 -1.908 2.677
H: -2.562 -2.912 1.725
H: -1.063 -3.176 0.889
H: -2.457 -2.349 0.082
H: -3.234 -0.448 2.341
H: -2.992 0.064 0.665
H: -2.122 0.871 1.980
H: 2.785 3.086 0.458
H: 4.025 1.829 0.689
H: 3.973 3.240 1.746
H: 0.863 3.273 2.134
H: 2.019 3.452 3.451
H: 0.812 2.170 3.530
H: 3.905 0.273 2.629
H: 2.548 0.364 3.777
H: 3.811 1.593 3.795
H: -2.374 2.087 -1.814
H: -0.777 2.157 -2.647
H: -1.857 3.547 -2.654
H: -2.729 3.334 0.331
H: -2.228 4.848 -0.429
H: -1.407 4.292 1.030
H: 1.103 3.485 -1.622
H: 0.829 4.375 -0.102
H: 0.107 4.940 -1.605

Relative energy (zero: lowest compared OMol25 entry of this formula, charge and spin) = 0.0 kJ/mol
Charge = +3
Frontier orbital gap (alpha / beta) = 6.087 / 7.784 eV
2S+1 = 4
HOMO energy (alpha / beta) = -19.1 / -19.2 eV